{"formula": "C29H59NO8", "method": "wB97M-V/def2-TZVPD", "elements": ["C", "C", "C", "O", "C", "C", "O", "C", "C", "C", "C", "C", "O", "C", "O", "C", "C", "C", "C", "C", "C", "O", "C", "C", "C", "C", "C", "C", "C", "O", "C", "C", "O", "H", "H", "H", "H", "H", "H", "H", "H", "H", "H", "H", "H", "H", "H", "H", "H", "H", "H", "H", "H", "H", "H", "H", "H", "H", "H", "H", "H", "H", "H", "H", "H", "H", "H", "H", "H", "H", "H", "H", "H", "H", "H", "H", "H", "H", "H", "H", "H", "H", "H", "H", "H", "C", "N", "C", "C", "O", "H", "H", "H", "H", "H", "H", "H"], "xyz": [[2.08, -3.77, 2.17], [2.46, -2.79, 3.30], [3.09, -1.52, 2.74], [3.31, -0.56, 3.76], [2.92, 0.75, 3.36], [1.43, 0.89, 3.57], [0.88, 2.01, 2.91], [0.70, 1.75, 1.54], [-0.38, 0.72, 1.18], [-1.55, 0.73, 2.18], [-2.94, 0.83, 1.52], [-3.44, 2.26, 1.39], [-3.00, 2.78, 0.15], [-2.78, 4.18, 0.13], [0.18, -0.60, 1.13], [0.57, -1.21, -0.11], [-0.61, -1.61, -1.01], [-1.07, -3.06, -0.78], [-1.40, -3.46, 0.67], [-2.65, -2.83, 1.29], [-3.91, -2.87, 0.43], [-4.82, -1.90, 0.91], [-5.87, -1.57, 0.01], [-6.26, -0.11, 0.19], [1.71, -0.47, -0.86], [1.42, 0.70, -1.83], [1.16, 0.28, -3.29], [-0.30, 0.37, -3.79], [-0.47, 1.50, -4.79], [-1.70, 1.39, -5.54], [-2.84, 1.62, -4.84], [-3.82, 0.48, -4.92], [-3.02, 2.64, -4.24], [2.53, -3.46, 1.22], [2.42, -4.79, 2.37], [1.00, -3.80, 2.01], [1.58, -2.51, 3.88], [3.18, -3.27, 3.98], [2.43, -1.11, 1.97], [4.05, -1.76, 2.26], [3.46, 1.45, 4.02], [3.25, 0.94, 2.34], [0.93, -0.04, 3.23], [1.22, 0.99, 4.64], [0.43, 2.72, 1.08], [1.66, 1.43, 1.10], [-0.79, 0.99, 0.21], [-1.49, -0.18, 2.79], [-1.42, 1.57, 2.86], [-3.67, 0.22, 2.06], [-2.90, 0.43, 0.50], [-4.54, 2.30, 1.45], [-3.05, 2.89, 2.20], [-2.00, 4.40, -0.60], [-2.47, 4.54, 1.11], [-3.69, 4.72, -0.18], [1.03, -2.15, 0.23], [-1.44, -0.91, -0.90], [-0.27, -1.56, -2.05], [-1.93, -3.26, -1.43], [-0.27, -3.72, -1.13], [-0.55, -3.21, 1.31], [-1.50, -4.55, 0.70], [-2.46, -1.79, 1.59], [-2.86, -3.37, 2.22], [-3.68, -2.65, -0.62], [-4.37, -3.87, 0.47], [-6.73, -2.23, 0.19], [-5.52, -1.77, -1.01], [-7.32, 0.04, -0.03], [-5.66, 0.55, -0.44], [-6.09, 0.17, 1.23], [2.25, -1.23, -1.43], [2.42, -0.12, -0.09], [0.59, 1.33, -1.49], [2.31, 1.36, -1.80], [1.76, 0.92, -3.94], [1.54, -0.74, -3.45], [-0.61, -0.56, -4.29], [-0.98, 0.51, -2.93], [0.32, 1.44, -5.54], [-0.45, 2.49, -4.31], [-3.74, -0.05, -5.86], [-3.57, -0.22, -4.11], [-4.83, 0.86, -4.76], [8.15, 1.64, -0.10], [6.71, 1.72, -0.05], [6.04, 2.89, -0.59], [5.96, 0.74, 0.49], [4.75, 0.77, 0.56], [8.61, 2.47, 0.45], [8.51, 1.67, -1.13], [8.48, 0.71, 0.35], [5.45, 3.39, 0.18], [5.36, 2.61, -1.40], [6.79, 3.58, -0.97], [6.56, -0.10, 0.88]], "smiles": "CCCOCCOC[C@H](CCCOC)O[C@@H](CCCCCOCC)CCCCCOC(C)=O.CN(C)C=O", "orbital_gap_ev": 9.375, "total_charge": 0, "multiplicity": 1}